(1)
DFT (ωB97M-V/def2-TZVPD) results for a molecular structure, C14H13AuNO3Se.

Each line ends with the Löwdin charge.
Geometry (Å):
Au -0.13943 0.66754 1.64589  0.446
Se -0.67187 -1.53919 0.89730  0.528
C -2.07872 -2.21457 1.99438  -0.682
C -2.42524 -1.66294 3.23045  -0.151
C -3.42477 -2.23757 4.00923  -0.113
C -4.10052 -3.37199 3.57464  -0.131
C -3.77107 -3.92049 2.33966  -0.120
C -2.77685 -3.34565 1.55513  -0.166
H -1.90249 -0.77826 3.57326  0.065
H -3.67672 -1.79293 4.96643  0.092
H -4.86624 -3.82728 4.19214  0.085
H -4.29627 -4.79907 1.97938  0.090
H -2.53033 -3.76894 0.58744  0.082
C 4.02350 2.43218 -0.70666  -0.022
C 2.92565 1.39243 -0.68220  -0.419
O 2.69793 0.76360 0.32090  0.041
C 2.09993 1.19024 -1.92724  -0.156
C 0.97322 0.37819 -1.84163  -0.034
C 0.14960 0.19434 -2.94165  -0.063
C 0.45759 0.81484 -4.14756  -0.095
C 1.59138 1.61249 -4.24715  -0.096
C 2.40595 1.80464 -3.13764  -0.043
H 4.48706 2.47699 0.27478  0.080
H 3.60159 3.40866 -0.95738  0.088
H 4.77770 2.18170 -1.45824  0.077
H 0.74739 -0.09243 -0.89520  0.009
H -0.73371 -0.42937 -2.84738  0.104
H -0.18686 0.68350 -5.00959  0.095
H 1.83874 2.09181 -5.18769  0.093
H 3.28109 2.43507 -3.22989  0.100
O 0.36493 2.69510 2.36314  -0.331
N 0.60158 3.51320 1.41489  -0.287
O 0.55627 3.04420 0.29808  -0.168

Computed properties:
total charge = -1
LUMO energy = 3.02 eV
calculated total energy = -91400.556 eV
spin multiplicity = 1

(2)
DFT (ωB97M-V/def2-TZVPD) results for a molecular structure, C35H37NO3P2Re.

Each line ends with the Löwdin charge.
Geometry (Å):
Re -0.00735 0.01989 -0.09399  1.227
C -1.74212 0.84102 -6.50054  -0.091
C -1.80778 -0.48010 -6.26672  -0.148
C -1.06432 -1.48901 -7.09498  -0.185
C 0.35948 -1.11380 -7.53728  -0.188
C 1.14859 -0.29356 -6.58293  -0.120
C 1.19724 1.05095 -6.61142  -0.103
C 0.33997 1.89153 -7.50871  -0.177
C -1.10728 1.42303 -7.71385  -0.189
C 1.78933 0.27560 0.96807  -0.237
H -2.34226 1.55955 -5.95077  0.105
H -2.57352 -0.92381 -5.62043  0.098
H -1.63896 -1.72487 -8.00498  0.129
H -1.02012 -2.44860 -6.56021  0.104
H 0.90851 -2.05132 -7.69645  0.121
H 0.31900 -0.66006 -8.52937  0.113
H 1.87655 -0.89340 -6.04372  0.095
H 2.04623 1.62297 -6.22925  0.083
H 0.81138 1.99195 -8.50155  0.133
H 0.31414 2.92334 -7.13156  0.112
H -1.68728 2.29806 -8.03440  0.123
H -1.14063 0.75491 -8.57615  0.110
H 1.73865 1.33605 1.26631  0.038
H 2.80074 0.04534 0.60632  0.034
H 1.67309 -0.31510 1.88976  0.041
P -1.43968 -0.63845 -1.84871  0.931
P 1.51856 0.15161 -1.78319  0.880
C -0.43294 -0.88777 -3.33494  -0.228
C 0.87820 -0.59848 -3.29030  -0.245
C -2.41169 -2.15698 -1.60397  -0.372
C -2.70626 -2.96422 -2.71000  -0.072
C -3.52934 -4.08404 -2.54832  -0.033
C -4.00606 -4.41237 -1.26844  -0.032
C -3.64790 -3.65020 -0.14813  -0.042
C -2.84086 -2.52238 -0.31397  -0.093
C -2.64654 0.72117 -2.21615  -0.337
C -2.18770 2.04209 -2.35152  -0.110
C -3.09390 3.08432 -2.56640  -0.047
C -4.45658 2.79574 -2.71162  -0.039
C -4.91892 1.47827 -2.57572  -0.043
C -4.01678 0.44220 -2.30693  -0.065
C 3.04885 -0.89266 -1.62961  -0.367
C 2.88059 -2.21071 -1.17413  -0.106
C 3.99645 -3.03464 -0.96712  -0.045
C 5.27491 -2.53648 -1.25838  -0.040
C 5.44539 -1.22586 -1.72311  -0.036
C 4.32989 -0.39795 -1.89901  -0.061
C 2.14650 1.81226 -2.24987  -0.339
C 2.35878 2.84709 -1.32337  -0.074
C 2.88691 4.06609 -1.75349  -0.043
C 3.17249 4.27351 -3.10857  -0.031
C 2.90653 3.26803 -4.04542  -0.036
C 2.40909 2.04584 -3.60157  -0.092
H -1.03896 -1.15168 -4.21661  0.049
H 1.62377 -0.79541 -4.06698  0.077
H -2.29432 -2.71145 -3.68765  0.095
H -3.80353 -4.68045 -3.42150  0.124
H -4.65298 -5.28288 -1.14879  0.124
H -4.01475 -3.93357 0.84723  0.127
H -2.52964 -1.92814 0.54958  0.072
H -1.11658 2.23910 -2.25251  0.092
H -2.71848 4.11169 -2.64012  0.123
H -5.14919 3.61026 -2.92928  0.122
H -5.98348 1.25810 -2.68996  0.122
H -4.37742 -0.58132 -2.16891  0.110
H 1.86674 -2.57036 -0.95790  0.102
H 3.86740 -4.04072 -0.54877  0.123
H 6.14291 -3.16681 -1.07272  0.121
H 6.44289 -0.81914 -1.91170  0.124
H 4.45261 0.63539 -2.22595  0.111
H 2.12942 2.71023 -0.26566  0.088
H 3.09440 4.85219 -1.02272  0.124
H 3.57958 5.21959 -3.44730  0.121
H 3.08528 3.40889 -5.11576  0.120
H 2.20247 1.24472 -4.30587  0.065
O -0.72919 0.43231 3.08412  0.184
N -0.61812 -0.35768 2.14577  -0.279
O -0.89664 -1.57071 2.22770  0.107
O -1.01726 1.40380 0.25230  -0.356

Computed properties:
total charge = +2
LUMO energy (spin up / spin down) = -8.10 / -10.36 eV
calculated total energy = -65211.887 eV
spin multiplicity = 4

(3)
DFT (ωB97M-V/def2-TZVPD) results for 5 unconnected molecules or ions with the total composition C65H43ClFN3O8.

Each line ends with the Löwdin charge.
Geometry (Å):
H -3.72612 -7.83467 4.10755  0.042
N -3.17976 -7.61514 4.94114  0.162
C -3.13039 -6.36962 5.16847  -0.419
C -2.30437 -5.86223 6.31472  -0.038
C -3.83214 -5.30786 4.32910  -0.129
C -5.37513 -5.24584 4.45274  -0.696
Cl -5.99322 -4.43680 2.95408  0.763
C -5.75519 -4.35324 5.54971  -0.253
N -6.07465 -3.66481 6.41058  0.220
C -6.11414 -6.59593 4.61907  -0.306
C -6.03268 -7.35658 3.37409  -0.240
N -5.94435 -8.00437 2.43117  0.197
C -7.59524 -6.42454 5.04513  -0.122
C -7.80319 -6.42915 6.55555  -0.199
F -8.39058 -7.62999 6.93860  -0.051
H -1.67065 -5.04272 5.97188  0.084
H -1.66322 -6.66456 6.66867  0.080
H -2.93758 -5.48950 7.12161  0.086
H -3.46422 -4.32995 4.63712  0.118
H -3.55991 -5.42263 3.28070  0.120
H -5.60574 -7.17388 5.39263  0.145
H -8.00103 -5.52325 4.58809  0.108
H -8.15171 -7.27043 4.64472  0.128
H -6.86937 -6.32192 7.10884  0.112
H -8.46789 -5.62278 6.86201  0.120
O -3.48739 2.95656 -0.40287  0.095
C -3.26311 1.77809 -0.21902  -0.271
C -1.90385 1.20992 -0.43600  -0.078
C -0.87360 2.05856 -0.82019  0.005
C 0.40718 1.55884 -0.98706  -0.043
C 0.66570 0.21136 -0.76911  -0.043
C -0.35824 -0.64277 -0.39558  -0.013
C -1.64598 -0.14885 -0.23063  -0.085
C -2.73475 -1.08688 0.15909  -0.281
O -2.53018 -2.27682 0.28113  0.100
C -4.08974 -0.51162 0.40407  -0.081
C -5.11283 -1.35808 0.81061  -0.012
C -6.37122 -0.84553 1.07593  -0.057
C -6.61446 0.51608 0.93009  -0.054
C -5.60170 1.36247 0.51131  -0.001
C -4.33648 0.85282 0.24600  -0.081
H -1.08485 3.10686 -0.97947  0.113
H 1.20957 2.22239 -1.28109  0.089
H 1.66641 -0.17748 -0.90493  0.108
H -0.16825 -1.69494 -0.23299  0.121
H -4.90717 -2.41407 0.92059  0.094
H -7.16577 -1.50564 1.39918  0.102
H -7.59733 0.91587 1.14219  0.108
H -5.77708 2.42220 0.38751  0.119
O 0.15617 9.60543 3.14896  0.106
C 0.31866 8.47583 2.73992  -0.278
C -0.79479 7.71495 2.10452  -0.083
C -2.03278 8.32855 1.95319  -0.002
C -3.07160 7.64866 1.33840  -0.054
C -2.88013 6.35096 0.87641  -0.048
C -1.65226 5.73311 1.03446  0.003
C -0.60635 6.40911 1.64772  -0.080
C 0.70445 5.71624 1.80108  -0.275
O 0.85706 4.57056 1.43176  0.100
C 1.82571 6.48587 2.41271  -0.082
C 3.06986 5.87929 2.53554  -0.001
C 4.13044 6.58267 3.08007  -0.056
C 3.95323 7.89498 3.50490  -0.057
C 2.71413 8.50193 3.39144  -0.003
C 1.64544 7.80048 2.84705  -0.082
H -2.16465 9.33845 2.31654  0.120
H -4.03330 8.13003 1.21785  0.107
H -3.68400 5.81583 0.38767  0.105
H -1.49800 4.72217 0.68301  0.098
H 3.19208 4.85948 2.19742  0.120
H 5.09944 6.10997 3.17184  0.107
H 4.78543 8.44454 3.92489  0.107
H 2.56006 9.52090 3.71875  0.120
O 0.62239 -4.06411 -7.72863  0.109
C 0.81655 -3.66621 -6.60070  -0.276
C 2.20047 -3.52356 -6.06030  -0.081
C 3.28357 -3.82107 -6.87845  0.001
C 4.57465 -3.65675 -6.40336  -0.049
C 4.79270 -3.19838 -5.10781  -0.056
C 3.71536 -2.92163 -4.28258  -0.017
C 2.42001 -3.08048 -4.75593  -0.085
C 1.28535 -2.75193 -3.84949  -0.274
O 1.48469 -2.37702 -2.71270  0.096
C -0.09593 -2.86809 -4.39403  -0.077
C -1.17146 -2.53859 -3.57724  0.010
C -2.46217 -2.62344 -4.07025  -0.048
C -2.68357 -3.03540 -5.38005  -0.053
C -1.61593 -3.37127 -6.19552  -0.001
C -0.31817 -3.29215 -5.70590  -0.081
H 3.09985 -4.17088 -7.88503  0.121
H 5.41647 -3.88110 -7.04512  0.109
H 5.80252 -3.05795 -4.74290  0.111
H 3.86654 -2.57044 -3.27061  0.121
H -0.98412 -2.21981 -2.56081  0.101
H -3.29924 -2.36870 -3.43303  0.108
H -3.69340 -3.09622 -5.76408  0.108
H -1.77347 -3.69652 -7.21463  0.121
O 6.20110 4.37241 -1.30154  0.107
C 6.51221 3.31313 -1.80172  -0.277
C 5.50185 2.45287 -2.48190  -0.080
C 4.18505 2.89092 -2.56137  0.004
C 3.23642 2.11621 -3.20845  -0.063
C 3.59753 0.90019 -3.77905  -0.042
C 4.90684 0.45839 -3.69601  0.002
C 5.86174 1.22744 -3.04495  -0.078
C 7.25774 0.71247 -2.95357  -0.275
O 7.55536 -0.37556 -3.40000  0.103
C 8.27342 1.58357 -2.29636  -0.083
C 9.59089 1.14724 -2.22757  -0.002
C 10.55420 1.94900 -1.63979  -0.056
C 10.20629 3.19015 -1.11785  -0.056
C 8.89368 3.62627 -1.17593  -0.002
C 7.92189 2.82500 -1.76246  -0.082
H 3.92039 3.83996 -2.11501  0.122
H 2.21224 2.46038 -3.27410  0.101
H 2.85666 0.29636 -4.28789  0.109
H 5.19916 -0.48571 -4.13362  0.099
H 9.84558 0.18086 -2.64033  0.120
H 11.58013 1.60884 -1.58879  0.108
H 10.96238 3.81725 -0.66404  0.108
H 8.60684 4.58711 -0.77133  0.120

Computed properties:
total charge = 0
LUMO energy = -1.11 eV
calculated total energy = -104194.570 eV
spin multiplicity = 1